No. 1
DFT (the ωB97M-V functional and the def2-TZVPD basis) results for an isolated molecule of C3H4NP at a distorted geometry.

Last column: natural (NBO) charge in e.
Positions of all 9 atoms, in Å:
P -1.19753 1.21485 -0.51233  0.35
N 0.87576 -0.03210 0.89359  -0.44
C -0.08920 0.78158 0.90501  -0.14
C 0.07292 -0.90511 -1.06225  -0.22
C 1.00244 -0.74303 -0.21966  -0.16
H 1.93846 -1.24908 -0.12796  0.23
H -2.29920 0.92710 0.31479  -0.02
H -0.28496 1.34601 1.86614  0.19
H -0.01868 -1.34023 -2.05733  0.21

Values from the calculation:
* 2S+1: 1
* largest force on an atom: 5.7 eV Å⁻¹
* energy above the lowest of the compared OMol25 structures with the same formula, charge and spin: 67.2 kcal per mole
* LUMO: -0.471 eV
* gap between HOMO and LUMO: 8.684 eV

No. 2
DFT (the ωB97M-V functional and the def2-TZVPD basis) results for an isolated ion of composition C3H4NS and charge +1 at a distorted geometry.

Last column: natural (NBO) charge in e.
Positions of all 9 atoms, in Å:
S -1.95275 -0.24054 -0.05143  0.48
N 0.86827 -0.13063 -0.00689  -0.78
C 0.75383 -1.45567 0.23487  0.34
C -1.46483 -1.75146 0.16534  -0.21
C -0.28509 0.78060 0.08030  -0.43
H -0.05804 1.59151 -0.65867  0.25
H 0.84597 -0.24182 -1.10136  0.53
H 1.87630 0.14643 0.31519  0.53
H -0.58366 1.30157 1.02267  0.28

Values from the calculation:
* 2S+1: 1
* charge: +1
* largest force on an atom: 4.7 eV Å⁻¹
* energy above the lowest of the compared OMol25 structures with the same formula, charge and spin: 203.3 kcal per mole
* LUMO: -6.498 eV
* gap between HOMO and LUMO: 7.450 eV

No. 3
DFT (the ωB97M-V functional and the def2-TZVPD basis) results for an isolated ion of composition C3H4NS3 and charge -1 at a distorted geometry.

Last column: natural (NBO) charge in e.
Positions of all 11 atoms, in Å:
S -1.08439 -1.03459 2.38421  -0.29
S 0.92623 1.13755 -1.32312  -0.09
S 3.20305 -0.59532 -0.38397  -0.24
N 0.70564 -1.09518 0.44883  -0.52
C -0.39809 -1.46656 0.96392  -0.05
C -0.81113 1.42873 -0.68686  -0.77
C 1.61445 -0.53412 -0.16632  0.14
H -1.28921 2.16908 -1.26744  0.21
H -1.40510 0.44615 -0.66024  0.20
H -0.47077 1.52160 0.41468  0.24
H -0.99068 -1.97733 0.27631  0.17

Values from the calculation:
* 2S+1: 1
* charge: -1
* largest force on an atom: 4.9 eV Å⁻¹
* energy above the lowest of the compared OMol25 structures with the same formula, charge and spin: 22.9 kcal per mole
* LUMO: 3.366 eV
* SMILES: CS/C([S-])=N\C=S
* gap between HOMO and LUMO: 7.607 eV

The highest gap between HOMO and LUMO belongs to which entry?
C3H4NP

Which value of LUMO does entry 1 give?
-0.471 eV

2S+1 of number 1 (C3H4NP)?
1

Which of these has the lowest energy above the lowest of the compared OMol25 structures with the same formula, charge and spin?
C3H4NS3